(i)
Density functional theory data (the ωB97M-V functional and the def2-TZVPD basis) for a 2-piece molecular cluster, BH3OS overall.

Orbital gap (eV): 7.51
LUMO energy (eV): -0.8278
HOMO (eV): -8.3

Geometry as XYZ:
```
6
Properties=species:S:1:pos:R:3:mulliken_charge:R:1
B 0.395 0.685 -0.215 0.300
O -0.139 1.492 -1.058 -0.253
S -1.127 -1.344 1.426 -0.456
H 1.499 0.833 0.155 0.020
H -0.952 1.466 -1.412 0.340
H -1.089 -0.621 2.429 0.049
```

(ii)
Density functional theory data (the ωB97M-V functional and the def2-TZVPD basis) for a 2-piece molecular cluster, BH3OS overall.

Structure (SMILES): B=S.O
Orbital gap (eV): 9.83
LUMO energy (eV): 0.1067
HOMO (eV): -9.7

Geometry as XYZ:
```
6
Properties=species:S:1:pos:R:3:mulliken_charge:R:1
B 0.157 0.552 1.354 0.320
S -0.910 1.461 0.445 -0.326
H 1.085 0.011 1.608 0.019
O 0.080 -0.924 -0.852 -0.623
H 0.271 -0.006 -1.277 0.311
H -0.683 -1.093 -1.279 0.299
```

(iii)
Density functional theory data (the ωB97M-V functional and the def2-TZVPD basis) for a 2-piece molecular cluster, BH3OS overall.

Orbital gap (eV): 9.39
LUMO energy (eV): -0.1827
HOMO (eV): -9.6

Geometry as XYZ:
```
6
Properties=species:S:1:pos:R:3:mulliken_charge:R:1
B 0.153 0.113 0.468 0.381
O -2.016 -0.174 -0.247 -0.707
S 1.245 -0.743 -0.472 -0.103
H 0.282 0.940 1.349 0.015
H -1.993 0.167 -1.158 0.256
H 2.328 -0.303 0.061 0.159
```

Ranking the structures above from most stable to least stable yields (ii), (i), (iii).